Entry from the Open Molecules 2025 dataset: an isolated molecule of C3H3NO at a distorted geometry (wB97M-V/def2-TZVPD).

Properties
DFT total energy (eV): -6692.8059
HOMO energy (eV): -9.54
E_LUMO (eV): -0.97
Max |F| (Eh/bohr): 0.085

```
! wB97M-V def2-TZVPD RIJCOSX def2/J DEFGRID3
* xyz 0 1
C -0.295 -0.893 -0.506
C 2.302 0.172 -0.018
C -1.403 0.030 0.042
N 1.168 -0.236 -0.240
O 3.385 0.577 0.092
H -2.117 0.040 -0.683
H -1.215 0.967 0.486
H -1.825 -0.656 0.828
*
```

---

Entry from the Open Molecules 2025 dataset: an isolated molecule of CH4IPS at a distorted geometry (wB97M-V/def2-TZVPD).

Properties
Structure (SMILES): CP(S)I
DFT total energy (eV): -29326.9334
HOMO energy (eV): -8.90
E_LUMO (eV): 0.32
Max |F| (Eh/bohr): 0.086

```
! wB97M-V def2-TZVPD RIJCOSX def2/J DEFGRID3
* xyz 0 1
C 0.028 0.914 0.009
P -0.951 -0.475 -0.848
S -0.429 -2.151 0.215
I -3.085 0.082 0.059
H -0.550 1.747 -0.220
H 1.147 0.943 -0.142
H -0.034 0.855 1.203
H -0.576 -2.976 -0.879
*
```

---

Entry from the Open Molecules 2025 dataset: an isolated molecule of C5H8N2O at a distorted geometry (wB97M-V/def2-TZVPD).

Properties
Structure (SMILES): CN1N=C[C@H]2[C@@H](O)[C@H]21
DFT total energy (eV): -10339.5877
HOMO energy (eV): -8.01
E_LUMO (eV): 0.97
Max |F| (Eh/bohr): 0.036

```
! wB97M-V def2-TZVPD RIJCOSX def2/J DEFGRID3
* xyz 0 1
C 2.136 -0.471 0.047
N 0.967 0.287 0.389
N 0.609 1.262 -0.526
C -0.663 1.442 -0.514
C -1.367 0.573 0.414
C -1.136 -0.951 0.210
O -0.688 -1.514 -0.969
C -0.217 -0.154 1.053
H 2.887 0.265 -0.140
H 2.037 -1.134 -0.832
H 2.458 -1.101 0.917
H -1.094 2.242 -1.118
H -2.214 0.995 0.989
H -1.821 -1.573 0.744
H -0.186 -0.743 -1.230
H -0.110 -0.316 2.116
*
```

---

Entry from the Open Molecules 2025 dataset: an isolated molecule of C5H8N2 at a distorted geometry (wB97M-V/def2-TZVPD).

Properties
Structure (SMILES): Cc1cnn(C)c1
DFT total energy (eV): -8293.1378
HOMO energy (eV): -8.37
E_LUMO (eV): 0.96
Max |F| (Eh/bohr): 0.029

```
! wB97M-V def2-TZVPD RIJCOSX def2/J DEFGRID3
* xyz 0 1
C 0.257 1.802 -1.290
C -0.485 1.154 -0.161
C -1.512 0.245 -0.493
N -1.278 -0.965 -0.013
N -0.124 -0.832 0.671
C 0.512 -1.998 1.218
C 0.335 0.427 0.680
H 0.727 0.883 -1.744
H 1.021 2.496 -0.941
H -0.390 2.301 -2.014
H -2.357 0.440 -1.145
H 0.411 -2.807 0.491
H 0.027 -2.262 2.156
H 1.575 -1.791 1.379
H 1.298 0.698 1.100
*
```

---

Q: Look up the E_LUMO of the first one.
A: -0.97 eV